A structure of composition C27H37BBr48NO7 in a non-equilibrium geometry. Source: the OMol25 dataset; level of theory: wB97M-V/def2-TZVPD.

The HOMO energy is -0.1719 Ha. The net charge is -1. As for the energy above the lowest of the compared OMol25 structures with the same formula, charge and spin: 2.7622 eV. For the maximum force, the calculation gives 5.5 eV/A. Its HOMO-LUMO gap is 5.427 eV.

Positions of all 121 atoms, in Å:
C (8.002, -5.899, -0.585)
C (7.337, -5.370, 0.774)
O (5.961, -4.984, 0.603)
C (5.784, -3.536, 0.596)
C (4.250, -3.325, 0.104)
O (3.424, -3.476, 1.217)
C (2.559, -2.463, 1.685)
C (2.742, -0.971, 1.215)
C (2.179, -0.631, -0.264)
C (2.795, -2.451, 3.307)
O (3.124, -3.549, 3.895)
O (2.720, -1.330, 4.083)
N (1.157, -2.974, 1.448)
C (1.072, -4.425, 1.708)
C (-0.575, -4.810, 1.454)
C (-0.803, -6.073, 0.387)
O (-1.091, -4.537, 0.066)
B (0.124, -2.163, 2.164)
O (-0.515, -1.080, 1.425)
O (-0.362, -2.369, 3.493)
H (7.301, -6.502, -1.245)
H (8.389, -5.026, -1.224)
H (8.896, -6.542, -0.288)
H (7.343, -6.250, 1.519)
H (7.913, -4.489, 1.208)
H (5.888, -3.213, 1.698)
H (6.539, -2.967, -0.039)
H (4.245, -2.399, -0.538)
H (4.080, -4.216, -0.614)
H (2.300, -0.172, 1.899)
H (3.869, -0.753, 1.175)
H (2.922, 0.132, -0.709)
H (1.173, -0.090, -0.252)
H (2.209, -1.526, -0.973)
H (1.211, -4.751, 2.787)
H (1.548, -5.090, 0.928)
H (-1.320, -4.736, 2.382)
H (-1.798, -6.614, 0.457)
H (-0.005, -6.270, -0.402)
H (-0.839, -1.429, 0.562)
H (0.086, -3.136, 3.907)
C (-0.380, 0.991, 5.087)
Br (1.042, 1.412, 3.844)
Br (-0.233, 2.010, 6.733)
Br (-2.136, 1.172, 4.281)
H (-0.263, -0.060, 5.350)
C (-0.246, 5.803, 5.293)
Br (1.156, 6.317, 4.058)
Br (-0.163, 6.820, 6.942)
Br (-1.996, 5.918, 4.465)
H (-0.080, 4.758, 5.553)
C (-2.633, 8.192, 1.246)
Br (-1.816, 7.467, -0.356)
Br (-3.142, 10.051, 1.023)
Br (-4.121, 7.106, 1.848)
H (-1.878, 8.161, 2.030)
C (-5.347, 3.376, 4.094)
Br (-6.170, 5.090, 4.481)
Br (-5.712, 2.076, 5.485)
Br (-5.848, 2.723, 2.336)
H (-4.269, 3.530, 4.079)
C (-3.380, -4.198, -3.220)
Br (-5.211, -3.676, -2.848)
Br (-2.139, -3.434, -1.943)
Br (-3.190, -6.125, -3.343)
H (-3.125, -3.790, -4.196)
C (-4.960, 11.420, -2.763)
Br (-6.872, 11.322, -2.448)
Br (-4.166, 9.660, -2.920)
Br (-4.537, 12.541, -4.288)
H (-4.518, 11.892, -1.888)
C (4.915, 3.516, 1.667)
Br (4.065, 3.154, -0.038)
Br (3.797, 4.623, 2.797)
Br (5.453, 1.886, 2.566)
H (5.822, 4.082, 1.461)
C (0.284, -3.901, -5.536)
Br (0.663, -3.015, -3.858)
Br (-1.364, -3.265, -6.337)
Br (1.769, -3.780, -6.782)
H (0.141, -4.955, -5.306)
C (-7.529, 3.787, -1.695)
Br (-9.350, 4.309, -1.277)
Br (-6.258, 4.541, -0.440)
Br (-7.345, 1.861, -1.835)
H (-7.296, 4.201, -2.674)
C (9.870, -0.075, -0.917)
Br (9.018, -0.515, -2.606)
Br (8.750, 1.070, 0.175)
Br (10.439, -1.655, 0.047)
H (10.769, 0.490, -1.154)
C (-7.536, 9.436, -5.838)
Br (-5.790, 9.336, -6.675)
Br (-8.967, 9.363, -7.144)
Br (-7.750, 8.093, -4.457)
H (-7.599, 10.407, -5.349)
C (-10.105, 1.155, 4.988)
Br (-8.679, 1.607, 3.756)
Br (-9.981, 2.171, 6.636)
Br (-11.853, 1.329, 4.165)
H (-9.980, 0.107, 5.251)
C (-9.213, -4.846, -2.787)
Br (-7.769, -5.696, -1.813)
Br (-9.122, -2.913, -2.667)
Br (-9.293, -5.451, -4.628)
H (-10.143, -5.152, -2.311)
C (5.979, -1.976, -6.447)
Br (4.136, -1.513, -6.050)
Br (7.233, -1.122, -5.232)
Br (6.237, -3.896, -6.530)
H (6.194, -1.583, -7.439)
C (1.312, -8.842, 2.822)
Br (-0.606, -8.877, 3.108)
Br (2.053, -10.630, 2.690)
Br (1.792, -7.747, 1.298)
H (1.756, -8.377, 3.700)
C (5.138, 4.683, -4.181)
Br (3.305, 5.129, -3.738)
Br (6.397, 5.534, -2.976)
Br (5.406, 2.766, -4.261)
H (5.332, 5.079, -5.175)